[1]
The following is a DFT calculation (ωB97M-V/def2-TZVPD) of a molecular structure, C8H22CrFIN2O2 in a non-equilibrium geometry.

Geometry (Å):
Cr: -7.717341 18.471934 8.144400
I: -7.931572 16.933946 10.535077
F: -8.853284 17.300535 6.837889
C: -9.787111 22.183604 8.963675
C: -8.780464 21.111510 8.614416
C: -7.650806 21.148014 9.622979
O: -6.770252 20.062053 9.372002
C: -5.581146 20.094625 10.154845
N: -9.337410 19.769856 8.636096
H: -10.360664 21.921324 9.851872
H: -10.427485 22.240749 8.081816
H: -9.302394 23.149031 9.108741
H: -8.304201 21.338482 7.661288
H: -8.031011 21.051247 10.646675
H: -7.181549 22.135405 9.639348
H: -4.924105 19.283763 9.851380
H: -5.887417 19.865235 11.179113
H: -5.130374 21.087510 10.161935
H: -10.177281 19.734312 8.067958
H: -9.657528 19.574172 9.580609
C: -4.925830 20.279250 6.659305
C: -5.814887 19.351699 5.859476
C: -5.512882 17.875120 6.167668
O: -5.794469 17.637773 7.548383
C: -4.684209 16.960322 8.167919
N: -7.205852 19.596678 6.141806
H: -3.971522 20.509164 6.183811
H: -4.716602 20.055329 7.703381
H: -5.426629 21.250188 6.728985
H: -5.672453 19.573260 4.797504
H: -4.504767 17.582738 5.872029
H: -6.127003 17.194456 5.571180
H: -4.195983 16.200046 7.561507
H: -5.040770 16.492672 9.085990
H: -3.962797 17.711442 8.497259
H: -7.645152 19.056550 5.400567
H: -7.357427 20.565283 5.881937

Forces on atoms 1 to 3 (eV/Å):
-1.2 -1.8 -0.5
0.1 0.1 0.2
1.1 1.2 0.9

Calculated values
Molecular weight ... 376.17 g mol⁻¹
<S²> ... 6.007
Total charge ... 0
2S+1 ... 5
Relative energy (zero: lowest compared OMol25 entry of this formula, charge and spin) ... 0.884 eV
Calculated total energy ... -54969.0260 eV
Kohn-Sham gap (spin up / spin down) ... 0.23381 / 0.27177 hartree

Atomic charges from the natural (NBO) analysis, expressed in e, are listed below: 1.211 -0.727 -0.821 -0.616 -0.069 -0.064 -0.568 -0.251 -0.840 0.218 0.218 0.217 0.191 0.184 0.187 0.207 0.208 0.181 0.393 0.396 -0.621 -0.072 -0.076 -0.578 -0.251 -0.841 0.222 0.220 0.201 0.185 0.196 0.208 0.193 0.236 0.168 0.392 0.361



[2]
The following is a DFT calculation (ωB97M-V/def2-TZVPD) of a molecular structure, C8H22FN2O2Rb in a non-equilibrium geometry.

Geometry (Å):
Rb: 1.858899 2.504878 0.556416
F: 2.819489 5.189938 0.646356
C: 2.870749 -0.813182 2.320056
C: 1.908259 -1.534742 1.330456
C: 0.631449 -2.046022 2.094546
O: 0.868609 -3.189592 2.905996
C: -0.173981 -4.132822 3.159916
N: 1.562899 -0.621102 0.313536
H: 3.415989 -1.356652 3.091716
H: 2.362659 -0.045552 2.903746
H: 3.713529 -0.339692 1.816446
H: 2.476559 -2.436492 1.102476
H: -0.236001 -2.087282 1.435816
H: 0.269649 -1.230802 2.721136
H: 0.002349 -4.876712 2.382986
H: -1.184161 -3.736882 3.055626
H: -0.010241 -4.446532 4.190876
H: 1.328049 -1.230412 -0.456974
H: 2.413919 -0.145222 0.050076
C: -1.633101 1.606448 0.179426
C: -0.962491 1.306858 -1.112034
C: -2.003201 1.154728 -2.363664
O: -1.312011 1.087558 -3.530964
C: -2.025291 1.356948 -4.675204
N: -0.202381 2.493758 -1.494954
H: -2.509691 1.025558 0.466216
H: -1.918131 2.654688 0.269166
H: -1.050321 1.334568 1.059516
H: -0.494551 0.322618 -1.132104
H: -2.711181 1.982338 -2.319714
H: -2.445551 0.198788 -2.083284
H: -1.365081 1.458768 -5.536514
H: -2.467801 2.350618 -4.605134
H: -2.775811 0.593328 -4.879424
H: -0.194681 2.370848 -2.497414
H: -0.827381 3.276458 -1.365104

Forces on atoms 1 to 3 (eV/Å):
0.5 1.3 0.2
-0.4 -1.1 0.0
0.0 0.4 0.4

Calculated values
Molecular weight ... 282.74 g mol⁻¹
Total charge ... 0
2S+1 ... 1
Relative energy (zero: lowest compared OMol25 entry of this formula, charge and spin) ... 0.972 eV
Calculated total energy ... -19098.1765 eV
Kohn-Sham gap ... 0.26210 hartree

Atomic charges from the Löwdin analysis, expressed in e, are listed below: 0.897 -0.930 -0.057 -0.431 -0.188 -0.193 -0.081 0.013 0.084 0.074 0.071 0.138 0.114 0.116 0.088 0.082 0.090 0.094 0.034 -0.082 -0.419 -0.216 -0.188 -0.106 -0.036 0.086 0.090 0.061 0.116 0.130 0.123 0.095 0.093 0.096 0.063 0.079



[3]
The following is a DFT calculation (ωB97M-V/def2-TZVPD) of a molecular structure, C8H22FeN2O8P in a non-equilibrium geometry.

Geometry (Å):
Fe: -12.501003 9.439585 32.266996
P: -10.946047 9.050641 33.951432
O: -12.310210 9.660003 34.300328
O: -11.600540 7.877413 33.207881
O: -9.885486 8.745757 35.004058
O: -10.674774 9.882084 32.669538
C: -12.895442 13.058392 35.383017
O: -12.622658 12.299607 34.223467
H: -11.977553 13.278605 35.928075
H: -13.366167 13.999912 35.100065
H: -13.536414 12.429693 36.001069
H: -12.302898 11.426772 34.463299
C: -12.607546 8.135853 29.141093
O: -12.057647 8.273669 30.442029
H: -13.262033 8.972702 28.897295
H: -11.851990 8.095032 28.356515
H: -13.222682 7.246053 29.007056
H: -11.572915 7.478702 30.675790
C: -15.580553 8.497390 32.800854
O: -14.521644 8.829071 32.262641
N: -16.333728 9.345509 33.576555
C: -16.062148 10.708756 33.837966
C: -17.589801 8.895547 34.158084
H: -16.018844 7.487777 32.828751
H: -16.314808 11.064062 34.836969
H: -16.748158 11.328798 33.260858
H: -15.033741 10.991021 33.612546
H: -18.469852 9.398780 33.757642
H: -17.737448 7.857432 33.860386
H: -17.460317 8.962577 35.238289
C: -13.053025 12.354466 31.089473
O: -13.044473 11.119034 31.118551
N: -13.062109 13.058182 29.924604
C: -12.978076 12.404572 28.622292
C: -12.948086 14.506854 29.844996
H: -13.045111 13.101452 31.898269
H: -12.102824 12.729328 28.059649
H: -13.843077 12.660026 28.010244
H: -12.962735 11.315558 28.666108
H: -11.884728 14.746335 29.840677
H: -13.414466 15.003771 28.994301
H: -13.269438 15.033963 30.743320

Forces on atoms 1 to 3 (eV/Å):
0.4 -0.5 0.7
3.5 -2.2 3.2
-2.4 2.6 1.7

Calculated values
Molecular weight ... 361.09 g mol⁻¹
<S²> ... 8.759
Total charge ... 0
2S+1 ... 6
Calculated total energy ... -71690.1713 eV
Kohn-Sham gap (spin up / spin down) ... 0.30050 / 0.28305 hartree

Atomic charges from the natural (NBO) analysis, expressed in e, are listed below: 1.881 2.454 -1.167 -1.139 -1.086 -1.115 -0.242 -0.792 0.168 0.162 0.162 0.515 -0.246 -0.760 0.184 0.180 0.178 0.523 0.589 -0.727 -0.388 -0.433 -0.406 0.147 0.217 0.192 0.251 0.205 0.206 0.215 0.585 -0.742 -0.397 -0.426 -0.425 0.179 0.209 0.202 0.232 0.208 0.221 0.222